C34H32AgCl2N8O4 | ωB97M-V with the def2-TZVPD basis set

Energy relative to the best compared isomer or geometry (same formula, charge and spin) = 19.4 kJ/mol
E_tot = -84933.480 eV
E_HOMO = -3.72 eV
Orbital gap = 5.823 eV
Charge = -1

Positions of all 81 atoms, in Å:
Ag (0.38212, 1.25872, 0.65048)
C (-0.85452, 4.60169, 1.47611)
N (-0.21621, 3.51934, 2.18193)
C (0.61917, 3.86265, 3.29487)
C (1.52436, 2.72075, 3.65761)
N (1.87619, 1.73080, 2.88657)
C (2.80311, 1.00026, 3.61073)
C (3.55591, -0.11223, 3.24626)
C (4.44355, -0.62384, 4.17387)
C (4.59100, -0.05244, 5.44251)
C (3.86330, 1.06299, 5.82060)
C (2.98143, 1.57870, 4.88102)
N (2.14177, 2.67339, 4.88592)
C (-1.28872, 4.12173, 0.12145)
N (-0.73325, 3.13745, -0.51156)
C (-1.38366, 3.03677, -1.72814)
C (-1.17273, 2.14717, -2.77829)
C (-1.97757, 2.29750, -3.89196)
C (-2.96330, 3.29109, -3.96701)
C (-3.18506, 4.17768, -2.92699)
C (-2.37624, 4.02835, -1.80777)
N (-2.29303, 4.71182, -0.60613)
H (-0.11776, 5.40197, 1.34467)
H (-1.71465, 5.04261, 2.00885)
H (-0.87202, 2.77890, 2.41330)
H (0.07236, 4.18365, 4.19988)
H (1.25445, 4.70458, 2.99596)
H (3.44740, -0.54440, 2.26166)
H (5.04668, -1.48349, 3.91165)
H (5.29593, -0.48627, 6.14025)
H (3.97757, 1.50558, 6.80246)
H (2.03586, 3.33804, 5.62997)
H (-0.41614, 1.37241, -2.69694)
H (-1.85200, 1.62743, -4.73321)
H (-3.56936, 3.37073, -4.86151)
H (-3.95408, 4.93902, -2.98454)
H (-2.87913, 5.46922, -0.30965)
C (-3.27665, -0.60984, 2.99187)
C (-2.16228, -0.23564, 2.05137)
N (-1.13007, 0.43594, 2.43919)
O (-1.19504, 0.84503, 3.80999)
C (-2.24720, -0.66972, 0.68403)
C (-3.29680, -1.66344, 0.25871)
N (-1.36934, -0.18084, -0.18116)
O (-1.42182, -0.56145, -1.38535)
H (-3.19882, -0.05744, 3.92355)
H (-3.22851, -1.67866, 3.21111)
H (-4.24167, -0.41294, 2.52670)
H (-0.25674, 0.88246, 4.01877)
H (-3.25788, -2.57080, 0.86835)
H (-3.07037, -1.92708, -0.77326)
H (-4.31236, -1.25757, 0.30283)
Cl (-0.59972, -1.22895, -5.10968)
C (-0.09553, -2.88072, -5.18122)
C (-0.48084, -3.66071, -6.25445)
C (-0.11170, -4.99440, -6.31485)
C (0.67674, -5.52993, -5.31055)
C (1.07389, -4.73623, -4.24936)
Cl (2.20314, -5.41797, -3.11845)
C (0.67244, -3.38947, -4.11458)
N (1.04479, -2.58643, -3.06598)
C (0.77447, -2.86584, -1.71535)
C (-0.19769, -3.78477, -1.33039)
C (-0.51197, -3.96309, 0.00730)
C (0.11073, -3.19119, 0.97242)
C (1.08090, -2.27675, 0.58825)
C (1.45771, -2.12196, -0.73954)
C (2.55076, -1.16785, -1.13720)
C (1.98241, 0.18292, -1.69511)
O (1.56206, 0.16768, -2.87057)
O (2.01672, 1.17480, -0.92027)
H (-1.09150, -3.21902, -7.03036)
H (-0.41842, -5.60512, -7.15393)
H (1.01860, -6.55478, -5.35701)
H (1.13734, -1.56610, -3.23004)
H (-0.73116, -4.34373, -2.08904)
H (-1.26969, -4.68660, 0.28540)
H (-0.17221, -3.27773, 2.01517)
H (1.55057, -1.65581, 1.34075)
H (3.16061, -1.61834, -1.92291)
H (3.17936, -0.93022, -0.28002)